Computed, not measured: a cluster of 2 separate species, C21H37F6N4O7P in total in a non-equilibrium geometry, with ωB97M-V with the def2-TZVPD basis set.

Atoms and positions in Å:
P  -5.234  3.712  0.264
F  -2.885  1.747  4.599
F  -5.237  -2.565  0.603
F  -1.229  0.787  5.390
F  -2.699  -0.348  4.493
F  -4.756  -1.192  -0.906
F  -3.777  -3.017  -0.800
O  -6.432  3.055  1.074
O  0.858  3.599  -1.096
O  -5.304  5.108  0.459
O  2.902  -0.086  -0.678
O  1.058  4.440  0.891
O  -5.342  3.414  -1.293
O  -2.809  -2.555  1.676
N  -1.343  0.915  3.230
N  -3.201  0.887  1.727
N  3.260  -1.403  -0.736
N  -1.088  1.162  0.943
C  -3.289  1.705  0.512
C  -1.868  0.966  2.025
C  2.373  -1.671  -3.072
C  2.171  2.445  0.617
C  2.418  -2.167  -1.621
C  4.710  -1.655  -0.657
C  -3.648  3.143  0.913
C  1.335  3.575  0.168
C  0.072  2.456  -1.457
C  5.574  -0.409  -0.746
C  2.868  -3.633  -1.585
C  -3.223  -1.508  0.830
C  -1.396  2.672  -0.993
C  -2.086  0.759  4.424
C  -3.847  -0.434  1.705
C  -1.984  1.495  -0.228
C  5.202  -2.610  -1.749
C  -4.279  -2.086  -0.078
C  4.340  -3.858  -1.954
C  4.958  -2.295  0.722
C  1.009  -2.130  -1.066
H  4.419  -4.172  -2.997
H  0.098  2.421  -2.524
H  -2.945  3.879  0.581
H  1.697  -2.293  -3.668
H  2.004  -0.646  -3.124
H  2.709  2.738  1.493
H  -0.344  1.007  3.307
H  -1.970  0.670  -0.915
H  5.337  0.307  0.039
H  6.020  -2.523  0.874
H  1.547  1.629  0.893
H  1.021  -2.421  -0.014
H  6.626  -0.681  -0.632
H  5.256  -2.068  -2.697
H  -4.831  -0.257  1.321
H  5.460  0.088  -1.710
H  2.235  -4.239  -2.239
H  -2.083  -2.986  1.220
H  0.360  -2.821  -1.611
H  0.577  -1.129  -1.145
H  4.645  -1.617  1.517
H  4.735  -4.689  -1.366
H  -3.755  3.175  1.977
H  2.831  2.095  -0.157
H  -1.962  2.755  -1.900
H  6.230  -2.914  -1.537
H  -3.978  -0.861  2.678
H  2.698  -4.023  -0.576
H  -6.612  2.145  0.802
H  3.349  -1.699  -3.554
H  -0.685  2.083  1.158
H  -2.356  -1.198  0.275
H  -1.437  3.595  -0.442
H  4.400  -3.225  0.839
H  0.505  1.522  -1.118
H  -5.884  2.645  -1.504
H  -4.076  1.288  -0.093

The calculated total energy comes out at -68260.5446 eV. As for the charge: 0. As for the HOMO energy: -4.201 eV.

Charge distribution, Löwdin scheme, values in e:
1 P 0.340
2 F 0.239
3 F 0.244
4 F 0.223
5 F 0.255
6 F 0.181
7 F 0.226
8 O -0.083
9 O 0.007
10 O -0.216
11 O -0.263
12 O 0.152
13 O -0.082
14 O 0.039
15 N 0.287
16 N 0.037
17 N -0.205
18 N 0.200
19 C -0.254
20 C -0.283
21 C -0.029
22 C 0.006
23 C -0.560
24 C -0.522
25 C -0.116
26 C -0.598
27 C -0.128
28 C -0.059
29 C -0.149
30 C -0.242
31 C -0.076
32 C -0.801
33 C -0.037
34 C -0.200
35 C -0.157
36 C -0.771
37 C -0.177
38 C -0.041
39 C -0.073
40 H 0.102
41 H 0.124
42 H 0.089
43 H 0.077
44 H 0.066
45 H 0.091
46 H 0.193
47 H 0.146
48 H 0.072
49 H 0.076
50 H 0.048
51 H 0.078
52 H 0.079
53 H 0.101
54 H 0.123
55 H 0.080
56 H 0.110
57 H 0.113
58 H 0.074
59 H 0.050
60 H 0.078
61 H 0.101
62 H 0.104
63 H 0.077
64 H 0.127
65 H 0.112
66 H 0.129
67 H 0.105
68 H 0.080
69 H 0.071
70 H 0.153
71 H 0.152
72 H 0.112
73 H 0.067
74 H 0.108
75 H 0.086
76 H 0.129